Entry 1:
Formula: C7H14N
Source: the Open Molecules 2025 dataset
Level of theory: ωB97M-V with the def2-TZVPD basis set

Output
Energy relative to the best compared isomer or geometry (same formula, charge and spin) = 49.6 kcal per mole
Frontier orbital gap = 10.0 eV
Molar mass = 112.196 Da
Highest occupied orbital energy = -13.339 eV
Total charge = +1
LUMO level = -3.2973 eV

Last column: Löwdin charge in e.
Geometry (Å):
C -0.655 -2.219 2.214  0.089
C -0.317 -1.228 1.446  -0.294
C -1.075 -0.366 0.448  -0.029
C 0.328 0.054 -0.164  -0.416
C 0.612 -0.658 -1.527  0.037
N 0.511 1.478 -0.421  0.046
C -0.495 2.197 -1.235  0.030
C 1.053 -0.657 1.023  -0.020
H 0.163 -2.638 2.889  0.121
H -1.672 -2.359 2.151  0.054
H -1.708 -0.936 -0.153  0.113
H -1.554 0.374 0.964  0.094
H 1.613 -0.468 -1.825  0.093
H 0.043 -0.089 -2.238  0.074
H 0.472 -1.632 -1.452  0.057
H 0.497 1.979 0.536  0.225
H 1.450 1.555 -0.722  0.167
H -0.489 1.687 -2.198  0.097
H -1.521 1.995 -0.881  0.122
H -0.386 3.247 -1.269  0.099
H 1.532 0.150 1.689  0.155
H 1.597 -1.464 0.726  0.087

Entry 2:
Formula: C7H14N2
Source: the Open Molecules 2025 dataset
Level of theory: ωB97M-V with the def2-TZVPD basis set

Output
Energy relative to the best compared isomer or geometry (same formula, charge and spin) = 82.3 kcal per mole
Frontier orbital gap (spin up / spin down) = 7.1 / 6.5 eV
Molar mass = 126.203 Da
Highest occupied orbital energy (spin up / spin down) = -6.099 / -5.704 eV
LUMO level (spin up / spin down) = 1.0354 / 0.8161 eV

Last column: Löwdin charge in e.
Geometry (Å):
C -0.939 -0.356 -0.997  -0.346
C -1.214 -0.385 1.101  -0.139
C -2.025 -0.818 -0.074  -0.165
C -0.246 -1.371 -1.845  -0.062
C -0.855 1.064 -1.438  -0.055
C 2.489 0.103 0.783  -0.049
C 1.087 0.342 1.251  -0.457
N 0.927 1.405 2.180  0.092
N 0.107 -0.354 0.795  0.016
H -1.626 0.094 1.988  0.088
H 1.622 1.410 2.915  0.076
H 0.004 1.455 2.584  0.056
H -2.279 -1.881 -0.140  0.105
H -2.937 -0.228 -0.213  0.120
H -1.589 1.694 -0.936  0.085
H 0.707 -0.999 -2.226  0.079
H -0.060 -2.288 -1.286  0.082
H -0.879 -1.619 -2.708  0.091
H -1.009 1.152 -2.519  0.085
H 0.144 1.459 -1.209  0.086
H 3.138 -0.239 1.600  0.070
H 2.498 -0.661 0.007  0.069
H 2.935 1.020 0.387  0.072

Entry 3:
Formula: C7H14N2
Source: the Open Molecules 2025 dataset
Level of theory: ωB97M-V with the def2-TZVPD basis set

Output
Energy relative to the best compared isomer or geometry (same formula, charge and spin) = 12.4 kcal per mole
Frontier orbital gap = 9.3 eV
Molar mass = 126.203 Da
Highest occupied orbital energy = -8.536 eV
LUMO level = 0.8126 eV

Last column: Löwdin charge in e.
Geometry (Å):
C 1.925 2.431 0.965  -0.043
C 0.874 1.423 1.342  -0.354
C 0.778 0.146 0.880  -0.093
N -0.051 -0.522 1.749  0.041
C -0.549 0.431 2.600  -0.211
N -0.059 1.602 2.340  0.091
H 2.869 1.931 1.148  0.072
H 1.884 3.321 1.591  0.071
H 1.767 2.803 -0.049  0.073
H 1.278 -0.363 0.072  0.107
H -0.430 -1.434 1.565  0.137
H -1.218 0.055 3.363  0.114
C -0.379 -2.521 -3.496  -0.128
C -0.531 -1.604 -2.294  -0.335
C -1.711 -0.635 -2.294  -0.114
H -0.221 -1.984 -4.430  0.069
H -1.114 -3.308 -3.657  0.071
H 0.594 -3.005 -3.353  0.067
H -0.620 -2.215 -1.404  0.083
H 0.430 -1.112 -2.120  0.086
H -2.511 -0.982 -2.943  0.068
H -2.037 -0.402 -1.283  0.059
H -1.443 0.351 -2.687  0.069

Entry 4:
Formula: C7H14N2
Source: the Open Molecules 2025 dataset
Level of theory: ωB97M-V with the def2-TZVPD basis set

Output
Energy relative to the best compared isomer or geometry (same formula, charge and spin) = 10.6 kcal per mole
Frontier orbital gap = 9.6 eV
Molar mass = 126.203 Da
Highest occupied orbital energy = -8.748 eV
LUMO level = 0.8587 eV

Last column: Löwdin charge in e.
Geometry (Å):
C -1.062 -1.604 -2.008  -0.051
C -1.461 -1.892 -0.604  -0.366
C -2.680 -1.719 -0.031  -0.076
N -2.469 -1.902 1.313  0.037
C -1.153 -2.132 1.487  -0.222
N -0.507 -2.160 0.357  0.097
H -1.948 -1.313 -2.587  0.074
H -0.613 -2.453 -2.515  0.071
H -0.379 -0.765 -2.151  0.069
H -3.519 -1.188 -0.439  0.113
H -3.081 -1.678 2.078  0.144
H -0.802 -2.431 2.463  0.117
C 0.997 2.784 -0.316  -0.129
C 1.463 1.772 0.714  -0.325
C 2.892 1.268 0.459  -0.125
H 0.931 2.288 -1.281  0.067
H 1.542 3.703 -0.377  0.059
H -0.008 3.140 -0.043  0.068
H 1.437 2.153 1.743  0.097
H 0.791 0.914 0.770  0.085
H 3.015 1.017 -0.608  0.068
H 3.670 1.959 0.768  0.067
H 2.945 0.240 0.808  0.062

Entry 5:
Formula: C7H14N2
Source: the Open Molecules 2025 dataset
Level of theory: ωB97M-V with the def2-TZVPD basis set

Output
Energy relative to the best compared isomer or geometry (same formula, charge and spin) = 44.7 kcal per mole
Frontier orbital gap = 9.5 eV
Molar mass = 126.203 Da
Highest occupied orbital energy = -8.597 eV
LUMO level = 0.9098 eV

Last column: Löwdin charge in e.
Geometry (Å):
C 2.313 -0.685 -0.069  -0.051
C 1.463 -0.556 -1.308  -0.425
C 0.389 -1.302 -1.662  -0.045
N -0.169 -0.518 -2.736  0.029
C 0.707 0.593 -2.943  -0.163
N 1.728 0.538 -2.077  0.065
H 2.632 -1.706 0.014  0.051
H 1.578 -0.644 0.814  0.092
H 3.173 0.002 -0.122  0.080
H -0.103 -2.201 -1.233  0.122
H -1.032 -0.418 -3.207  0.109
H 0.721 1.418 -3.747  0.136
C -1.904 -0.805 2.797  -0.109
C -1.879 0.649 3.535  -0.295
C -1.627 1.875 2.571  -0.153
H -2.133 -1.403 3.658  0.043
H -1.006 -1.180 2.313  0.052
H -2.783 -0.676 2.226  0.038
H -2.923 0.678 3.977  0.104
H -0.979 0.691 4.253  0.109
H -1.867 2.724 3.297  0.070
H -0.609 2.111 2.254  0.049
H -2.361 1.851 1.664  0.091

Entry 6:
Formula: C7H14N2
Source: the Open Molecules 2025 dataset
Level of theory: ωB97M-V with the def2-TZVPD basis set

Output
Energy relative to the best compared isomer or geometry (same formula, charge and spin) = 67.1 kcal per mole
Frontier orbital gap = 9.8 eV
Molar mass = 126.203 Da
Highest occupied orbital energy = -8.640 eV
LUMO level = 1.1233 eV

Last column: Löwdin charge in e.
Geometry (Å):
N -1.087 -2.152 0.314  -0.014
C 0.005 -1.437 -0.179  -0.268
C -0.129 -0.003 0.403  -0.429
C -1.425 0.602 -0.308  -0.083
C -0.756 1.040 -1.659  -0.178
N 0.762 0.919 -1.548  -0.019
C 0.860 0.997 -0.122  -0.328
C 1.825 0.430 1.034  -0.051
C 0.492 -0.028 1.761  -0.108
H -1.256 -3.135 -0.087  0.123
H -1.106 -2.189 1.308  0.060
H 0.960 -1.962 0.074  0.122
H -0.004 -1.362 -1.274  0.119
H -1.877 1.519 0.160  0.115
H -2.220 -0.129 -0.448  0.086
H -1.239 0.535 -2.454  0.082
H -0.933 2.088 -1.972  0.108
H 1.218 1.712 -2.018  0.111
H 0.479 1.999 0.180  0.151
H 2.303 -0.505 0.705  0.100
H 2.425 1.264 1.347  0.086
H 0.635 -0.929 2.346  0.102
H 0.066 0.727 2.436  0.114

Entry 7:
Formula: C7H14N2
Source: the Open Molecules 2025 dataset
Level of theory: ωB97M-V with the def2-TZVPD basis set

Output
Energy relative to the best compared isomer or geometry (same formula, charge and spin) = 63.8 kcal per mole
Frontier orbital gap = 9.2 eV
Molar mass = 126.203 Da
Highest occupied orbital energy = -8.276 eV
LUMO level = 0.9212 eV

Last column: Löwdin charge in e.
Geometry (Å):
C 1.849 2.188 1.344  -0.064
C 0.567 1.906 0.665  -0.404
C -0.621 1.659 1.365  -0.117
N -1.621 2.016 0.483  0.013
C -1.010 2.563 -0.777  -0.107
N 0.314 2.426 -0.611  0.057
H 1.763 3.270 1.352  0.079
H 2.786 1.816 0.786  0.105
H 1.909 1.789 2.320  0.051
H -0.628 0.998 2.298  0.146
H -2.631 2.087 0.729  0.144
H -1.509 2.570 -1.723  0.091
C -0.069 -3.315 -1.570  -0.123
C 0.660 -2.328 -0.565  -0.175
C -0.572 -1.289 0.035  -0.083
H -1.046 -2.982 -1.833  0.039
H -0.201 -4.245 -1.098  0.045
H 0.384 -3.325 -2.537  0.052
H 1.174 -2.820 0.121  0.021
H 1.219 -1.709 -1.295  0.090
H -0.742 -1.529 1.128  0.063
H -0.381 -0.228 -0.295  0.033
H -1.595 -1.516 -0.325  0.044

Entry 8:
Formula: C7H14N2O
Source: the Open Molecules 2025 dataset
Level of theory: ωB97M-V with the def2-TZVPD basis set

Output
Energy relative to the best compared isomer or geometry (same formula, charge and spin) = 109.2 kcal per mole
Frontier orbital gap = 9.8 eV
Molar mass = 142.202 Da
Highest occupied orbital energy = -9.086 eV
LUMO level = 0.6829 eV

Last column: Löwdin charge in e.
Geometry (Å):
C -2.957 0.666 0.042  -0.072
C -1.512 0.441 0.476  -0.451
C -1.444 -0.575 1.621  -0.068
N -0.728 0.081 -0.707  0.031
C 0.684 -0.081 -0.548  -0.469
C 1.306 -1.382 -0.054  -0.077
C 1.382 -1.024 -1.501  -0.061
C 1.406 1.165 -0.238  -0.111
N 1.471 2.342 -0.519  0.137
H -3.394 -0.270 -0.342  0.080
H -3.577 0.993 0.887  0.080
H -3.010 1.414 -0.761  0.082
H -1.105 1.400 0.835  0.136
H -1.807 -1.560 1.288  0.082
H -0.419 -0.706 1.992  0.071
H -2.091 -0.254 2.450  0.080
H -1.126 -0.744 -1.155  0.127
H 2.180 -1.344 0.599  0.106
H 0.574 -2.120 0.273  0.100
H 0.736 -1.487 -2.247  0.112
H 2.291 -0.658 -1.977  0.112
O 3.766 1.182 0.039  -0.276
H 4.067 0.268 0.010  0.004
H 3.307 2.252 -0.465  0.245

Entry 9:
Formula: C7H14N2Si
Source: the Open Molecules 2025 dataset
Level of theory: ωB97M-V with the def2-TZVPD basis set

Output
Energy relative to the best compared isomer or geometry (same formula, charge and spin) = 41.4 kcal per mole
Frontier orbital gap (spin up / spin down) = 5.2 / 7.3 eV
Spin multiplicity = 3
Molar mass = 154.289 Da
Highest occupied orbital energy (spin up / spin down) = -4.574 / -9.591 eV
LUMO level (spin up / spin down) = 0.6598 / -2.2794 eV

Last column: Löwdin charge in e.
Geometry (Å):
C -3.840 -0.182 1.002  -0.119
C -3.120 0.632 0.197  -0.112
C -2.541 -1.439 -0.109  -0.283
C 1.147 1.551 0.358  -0.128
C 0.404 -0.692 1.200  -0.140
C 1.972 -0.669 -0.740  -0.149
C 0.768 0.091 -0.034  -0.698
N -3.471 -1.467 0.742  0.064
N -2.204 -0.163 -0.535  -0.192
Si -0.701 0.283 -1.317  0.706
H -4.716 0.034 1.587  0.108
H -3.131 1.693 0.126  0.095
H -1.847 -2.320 -0.211  0.131
H 1.407 1.988 -0.623  0.064
H 0.312 2.225 0.731  0.097
H 2.004 1.694 0.939  0.050
H 1.117 -0.578 2.009  0.072
H 0.342 -1.862 1.056  0.111
H -0.627 -0.412 1.571  0.081
H 1.561 -1.719 -0.996  0.075
H 2.230 -0.216 -1.766  0.069
H 2.969 -0.545 -0.077  0.120
H -0.980 1.588 -1.697  -0.050
H -0.342 -1.082 -2.746  0.029

Entry 10:
Formula: C7H14N3
Source: the Open Molecules 2025 dataset
Level of theory: ωB97M-V with the def2-TZVPD basis set

Output
Energy relative to the best compared isomer or geometry (same formula, charge and spin) = 79.8 kcal per mole
Frontier orbital gap = 9.1 eV
Molar mass = 140.210 Da
Highest occupied orbital energy = -12.906 eV
Total charge = +1
LUMO level = -3.8176 eV

Last column: Löwdin charge in e.
Geometry (Å):
C -1.616 -1.971 -0.664  0.060
C -0.745 -1.029 0.125  -0.243
N -0.961 0.293 0.268  -0.061
C -2.345 0.822 0.222  0.030
C 0.108 1.017 0.938  -0.136
C 1.227 1.480 -0.104  -0.147
N 1.678 0.303 -0.770  -0.087
C 2.486 -0.594 -0.120  -0.158
C 1.590 -1.597 0.648  -0.010
N 0.346 -1.617 0.598  0.145
H -2.597 -1.851 -0.240  0.097
H -1.335 -2.895 -0.426  0.054
H -1.658 -1.616 -1.650  0.099
H -2.211 1.833 0.149  0.065
H -2.778 0.236 -0.631  0.109
H -2.995 0.697 1.088  0.109
H 0.502 0.342 1.686  0.108
H -0.062 1.878 1.602  0.137
H 0.761 2.358 -0.545  0.115
H 2.098 1.958 0.647  0.179
H 1.574 0.318 -1.761  0.138
H 3.056 -0.236 0.729  0.135
H 3.039 -1.058 -0.921  0.141
H 1.949 -2.358 1.272  0.122

Entry 11:
Formula: C7H14N3O2
Source: the Open Molecules 2025 dataset
Level of theory: ωB97M-V with the def2-TZVPD basis set

Output
Energy relative to the best compared isomer or geometry (same formula, charge and spin) = 81.7 kcal per mole
Frontier orbital gap = 8.9 eV
Molar mass = 172.208 Da
Highest occupied orbital energy = -11.697 eV
Total charge = +1
LUMO level = -2.8394 eV

Last column: Löwdin charge in e.
Geometry (Å):
C -1.101 -2.548 0.261  -0.098
C -0.361 -2.705 -1.052  -0.053
C 1.845 2.170 0.499  -0.346
C -1.051 -0.520 -0.893  -0.529
C 0.970 3.337 0.137  -0.007
C 3.356 2.331 0.724  -0.003
C -3.037 -0.944 0.421  0.033
N 1.245 1.091 0.611  -0.027
N 0.480 0.258 0.666  0.202
N -1.628 -1.246 0.318  -0.095
O -0.429 -1.380 -1.676  0.109
O -1.421 0.578 -1.166  0.167
H -1.996 -3.284 0.237  0.181
H -0.495 -2.768 1.102  0.136
H 0.627 -3.069 -0.939  0.122
H -0.879 -3.476 -1.698  0.158
H 1.060 4.156 0.878  0.097
H -0.079 2.958 0.073  0.089
H 1.468 3.608 -0.832  0.106
H 3.741 2.699 -0.232  0.089
H 3.750 1.299 0.735  0.082
H 3.667 2.729 1.681  0.084
H -3.254 -1.384 1.432  0.142
H -3.262 0.053 0.165  0.102
H -3.703 -1.573 -0.142  0.112
H -1.160 -0.566 0.960  0.146

Entry 12:
Formula: C7H14N3O3
Source: the Open Molecules 2025 dataset
Level of theory: ωB97M-V with the def2-TZVPD basis set

Output
Energy relative to the best compared isomer or geometry (same formula, charge and spin) = 1.2 kcal per mole
Frontier orbital gap = 7.7 eV
Molar mass = 188.207 Da
Highest occupied orbital energy = -4.447 eV
Total charge = -1
LUMO level = 3.2690 eV

Last column: Löwdin charge in e.
Geometry (Å):
C -2.880 0.240 -0.715  0.025
C -2.251 -0.768 -0.131  -0.322
C -2.962 -2.041 0.347  -0.049
C -0.863 -0.516 0.408  -0.180
N -0.193 0.536 -0.330  -0.135
O -0.253 0.190 -1.721  -0.077
C 1.242 0.671 0.015  -0.561
C 1.842 1.811 -0.869  -0.029
C 1.254 1.085 1.481  -0.046
N 1.810 -0.563 -0.337  0.076
N 3.020 -0.777 -0.040  -0.499
O 3.437 -1.920 -0.368  -0.119
O 3.779 0.036 0.608  -0.103
H -3.925 0.004 -1.072  0.067
H -2.577 1.271 -0.952  0.072
H -2.131 -2.874 0.538  0.126
H -3.698 -2.224 -0.313  0.018
H -3.360 -1.891 1.298  0.045
H -0.775 -0.135 1.374  0.085
H -0.307 -1.382 0.261  0.092
H -0.008 -0.705 -1.934  0.080
H 2.895 1.698 -0.866  0.045
H 1.818 2.835 -0.556  0.051
H 1.497 1.876 -1.936  0.083
H 0.136 1.332 1.839  0.110
H 1.959 1.897 1.785  0.084
H 1.492 0.315 2.185  0.058

Record order is preserved below.
Maximum force: 5.65, 1.16, 1.58, 1.88, 3.58, 4.23, 8.77, 6.96, 7.17, 4.97, 4.46, 5.65 eV Å⁻¹